# 1
Density functional theory data (the ωB97M-V functional and the def2-TZVPD basis) for 16 unconnected molecules or ions with the total composition C4H30BO23 at a distorted geometry.

Structure (XYZ):
```
58
Properties=species:S:1:pos:R:3:lowdin_charge:R:1
O 1.224 -2.891 -0.772 0.133
C 0.643 -1.860 -0.569 -0.339
O 1.015 -1.019 0.377 0.219
B 0.271 0.231 0.269 -0.885
O -0.541 0.085 -0.972 0.204
C -0.396 -1.148 -1.470 -0.351
O -0.912 -1.640 -2.419 0.169
O 1.156 1.406 0.181 0.224
C 1.032 2.145 1.273 -0.347
O 1.645 3.124 1.548 0.176
C -0.172 1.572 2.077 -0.327
O -0.543 0.456 1.465 0.205
O -0.672 2.041 3.055 0.158
O 1.411 3.626 -1.881 -0.084
H 1.782 2.744 -1.722 -0.020
H 0.456 3.508 -1.734 -0.015
O -0.951 -4.352 0.878 -0.041
H -1.581 -4.243 1.597 0.037
H -0.105 -4.474 1.323 0.038
O 0.270 3.804 5.230 -0.066
H -0.053 4.660 4.937 0.027
H 0.267 3.265 4.426 -0.003
O -3.655 -2.159 -0.745 -0.059
H -3.916 -1.251 -0.922 0.011
H -2.959 -2.316 -1.392 0.009
O -3.683 -0.276 -3.168 -0.055
H -2.874 -0.061 -3.656 0.007
H -4.052 0.583 -2.943 0.034
O 1.757 -1.728 3.035 -0.054
H 1.927 -1.350 2.167 0.008
H 0.824 -1.533 3.207 -0.013
O -3.575 2.736 3.104 -0.060
H -2.693 2.346 3.026 -0.005
H -4.135 2.186 2.549 0.025
O 1.178 -5.901 -0.788 -0.062
H 1.094 -5.009 -0.431 -0.017
H 1.618 -5.772 -1.633 0.028
O -1.090 1.107 -3.775 -0.036
H -0.695 1.452 -4.582 0.062
H -0.354 1.021 -3.157 0.038
O -2.059 -3.426 -4.650 -0.059
H -1.658 -3.706 -5.477 0.025
H -1.332 -3.081 -4.117 0.006
O 3.448 1.678 -1.794 -0.049
H 3.838 2.559 -1.822 0.051
H 3.991 1.186 -1.169 0.054
O 3.759 4.112 3.396 -0.065
H 3.790 5.071 3.356 0.026
H 3.263 3.852 2.609 -0.006
O 4.122 -2.395 -0.537 -0.055
H 3.203 -2.130 -0.655 -0.004
H 4.110 -3.340 -0.710 0.030
O -1.283 2.987 -1.524 -0.041
H -1.561 2.068 -1.416 0.033
H -1.606 3.231 -2.397 0.053
O -1.034 -1.335 3.553 -0.041
H -1.930 -1.680 3.594 0.054
H -1.025 -0.767 2.767 0.015
```

Results
LUMO energy ... 1.9 eV
Charge ... -1
HOMO level ... -8.416 eV
HOMO-LUMO gap ... 10.35 eV
Energy above the lowest of the compared OMol25 structures with the same formula, charge and spin ... 112.9 kJ/mol

---

# 2
Density functional theory data (the ωB97M-V functional and the def2-TZVPD basis) for 9 unconnected molecules or ions with the total composition H16NO11 at a distorted geometry.

Structure (XYZ):
```
28
Properties=species:S:1:pos:R:3:lowdin_charge:R:1
N 23.297 11.904 -22.397 -0.491
O 24.098 12.126 -21.469 -0.016
O 22.954 10.710 -22.640 -0.055
O 22.441 12.754 -22.583 -0.046
O 20.152 13.926 -23.622 -0.046
H 19.701 13.745 -22.794 0.023
H 21.029 13.739 -23.361 -0.047
O 22.910 12.319 -19.076 -0.075
H 23.272 12.416 -19.974 -0.022
H 22.223 11.661 -19.153 -0.001
O 20.948 10.164 -24.513 -0.055
H 21.390 10.142 -25.357 0.025
H 21.440 10.627 -23.848 -0.030
O 21.999 14.912 -20.494 -0.073
H 22.317 14.711 -21.379 0.005
H 21.348 15.650 -20.571 0.049
O 20.434 11.441 -20.728 -0.038
H 21.041 11.645 -21.406 -0.010
H 20.057 12.272 -20.349 0.094
O 21.133 8.970 -20.966 -0.028
H 20.557 9.662 -20.626 0.019
H 20.873 8.796 -21.834 0.018
O 24.082 8.182 -23.418 -0.030
H 23.667 8.971 -23.249 -0.073
H 23.428 7.853 -24.057 0.038
O 23.569 9.625 -20.046 -0.076
H 22.684 9.404 -20.373 -0.031
H 23.824 10.357 -20.603 -0.027
```

Results
LUMO energy ... 2.9 eV
Charge ... -1
HOMO level ... -6.317 eV
HOMO-LUMO gap ... 9.17 eV
Energy above the lowest of the compared OMol25 structures with the same formula, charge and spin ... 162.4 kJ/mol

---

# 3
Density functional theory data (the ωB97M-V functional and the def2-TZVPD basis) for a single C6H6N2O molecule at a distorted geometry.

Structure (XYZ):
```
15
Properties=species:S:1:pos:R:3:lowdin_charge:R:1
C -2.250 -0.646 0.404 0.028
C -1.147 -0.991 -0.072 -0.158
C 0.211 1.093 -0.091 -0.386
C 1.739 1.174 0.144 0.009
C 2.331 0.004 0.285 0.088
C 1.106 -0.975 -0.006 -0.427
H -2.257 0.214 0.927 0.026
H -3.300 -0.926 0.095 0.107
H -0.918 -1.927 -0.539 0.120
H -1.550 1.580 -0.897 0.153
H 2.069 2.205 0.192 0.106
H 3.263 -0.438 0.449 0.094
N 0.026 -0.259 -0.076 -0.004
N -0.571 2.010 -0.418 0.151
O 1.249 -2.116 -0.395 0.094
```

Results
LUMO energy ... 0.0 eV
HOMO level ... -9.495 eV
HOMO-LUMO gap ... 9.46 eV
SMILES ... [H]/N=C1/C=CC(=O)N1C=C
Energy above the lowest of the compared OMol25 structures with the same formula, charge and spin ... 235.3 kJ/mol

---

# 4
Density functional theory data (the ωB97M-V functional and the def2-TZVPD basis) for 11 unconnected molecules or ions with the total composition C36H48F14O24 at a distorted geometry.

Structure (XYZ):
```
122
Properties=species:S:1:pos:R:3:lowdin_charge:R:1
C 4.376 2.026 0.443 -0.074
C 4.356 2.852 -0.853 -0.151
O 5.486 3.800 -0.831 0.001
C 6.738 3.334 -1.122 -0.397
O 6.991 2.288 -1.586 0.199
C 7.820 4.330 -0.748 -0.559
F 8.351 4.015 0.429 0.176
F 8.830 4.238 -1.643 0.149
F 7.452 5.599 -0.712 0.183
H 5.319 1.474 0.641 0.082
H 3.575 1.290 0.603 0.054
H 4.323 2.673 1.337 0.071
H 3.470 3.490 -0.998 0.122
H 4.519 2.186 -1.714 0.114
C -1.200 6.213 -1.800 -0.041
C -0.793 5.184 -0.768 -0.208
O 0.032 4.208 -1.366 0.030
C -0.619 3.153 -1.926 -0.350
O -1.798 2.920 -1.887 0.160
C 0.354 2.125 -2.503 -0.520
F 1.584 2.642 -2.745 0.156
F 0.558 1.101 -1.668 0.181
F -0.124 1.612 -3.618 0.196
H -1.658 7.075 -1.331 0.086
H -1.957 5.752 -2.407 0.071
H -0.419 6.619 -2.396 0.076
H -1.669 4.774 -0.219 0.144
H -0.097 5.628 -0.068 0.110
C -1.198 -4.548 -2.005 -0.071
C 0.251 -4.471 -2.485 -0.176
O 0.230 -4.955 -3.879 0.019
C 1.395 -4.844 -4.551 -0.401
O 2.442 -4.492 -4.091 0.174
C 1.150 -5.186 -5.971 -0.586
F 0.517 -4.163 -6.521 0.197
F 2.225 -5.521 -6.613 0.215
F 0.336 -6.291 -6.031 0.132
H -1.659 -5.538 -2.126 0.088
H -1.890 -3.847 -2.593 0.101
H -1.251 -4.225 -0.966 0.057
H 0.868 -5.145 -1.880 0.131
H 0.563 -3.426 -2.454 0.093
C -1.219 -2.555 4.117 -0.011
C -0.620 -3.750 3.461 -0.506
O -1.119 -4.198 2.451 0.042
C 0.478 -4.492 4.108 -0.020
H -1.640 -1.939 3.335 0.073
H -0.484 -1.977 4.680 0.062
H -1.933 -2.936 4.851 0.100
H 0.059 -5.263 4.818 0.117
H 1.180 -3.884 4.642 0.036
H 1.102 -5.109 3.460 0.092
C 4.801 -1.274 -0.872 -0.003
C 3.739 -2.023 -0.047 -0.490
O 3.979 -2.481 1.038 0.064
C 2.396 -2.150 -0.680 -0.009
H 4.350 -0.442 -1.436 0.079
H 5.210 -2.016 -1.565 0.098
H 5.468 -0.954 -0.110 0.061
H 2.439 -1.871 -1.739 0.084
H 1.622 -1.481 -0.213 0.099
H 2.123 -3.176 -0.540 0.072
C 3.665 -2.371 4.307 -0.019
C 2.779 -1.184 4.034 -0.452
O 1.557 -1.190 4.033 0.050
C 3.528 0.166 3.898 -0.004
H 4.383 -2.125 5.122 0.095
H 4.259 -2.680 3.423 0.078
H 3.025 -3.224 4.638 0.070
H 2.760 0.894 3.729 0.054
H 4.194 0.086 3.023 0.083
H 4.141 0.294 4.768 0.072
C 2.367 4.999 3.485 -0.019
C 1.018 4.352 3.814 -0.269
O 0.136 5.181 3.049 0.119
C 0.761 6.321 2.635 -0.586
O 0.201 7.161 2.035 0.178
O 2.058 6.315 2.950 0.104
F 0.663 4.429 5.126 0.068
H 2.944 4.434 2.779 0.122
H 2.929 4.992 4.378 0.124
H 0.939 3.317 3.537 0.147
C -1.544 0.134 0.546 -0.034
C -1.929 1.477 1.227 -0.335
O -0.774 2.220 1.152 0.134
C 0.239 1.284 1.190 -0.562
O 1.368 1.587 1.380 0.158
O -0.181 0.067 0.904 0.083
F -2.241 1.180 2.494 0.097
H -1.740 0.184 -0.523 0.122
H -2.053 -0.765 0.915 0.141
H -2.747 1.952 0.714 0.155
C -3.974 -4.023 -0.107 -0.047
C -4.423 -3.746 1.296 -0.275
O -5.407 -4.676 1.488 0.156
C -5.856 -5.188 0.343 -0.576
O -6.750 -5.945 0.233 0.194
O -5.137 -4.701 -0.696 0.085
F -5.062 -2.470 1.348 0.002
H -3.136 -4.703 -0.045 0.114
H -3.703 -3.127 -0.696 0.149
H -3.540 -3.695 1.959 0.154
C -8.149 0.475 0.119 -0.069
C -7.665 1.579 1.028 -0.291
O -6.305 1.829 0.601 0.148
C -5.923 0.893 -0.271 -0.519
O -4.859 0.819 -0.824 0.148
O -6.994 0.093 -0.581 0.075
F -7.693 1.252 2.324 0.102
H -8.946 0.821 -0.562 0.147
H -8.559 -0.332 0.726 0.146
H -8.208 2.461 0.839 0.151
C -2.705 0.837 -4.988 -0.084
C -3.432 0.123 -3.829 -0.303
O -2.368 -0.627 -3.243 0.112
C -1.462 -0.845 -4.215 -0.512
O -0.526 -1.612 -3.993 0.131
O -1.607 0.014 -5.262 0.080
F -4.459 -0.614 -4.307 0.092
H -2.396 1.883 -4.743 0.139
H -3.489 0.886 -5.782 0.150
H -3.679 0.871 -3.054 0.151
```

Results
LUMO energy ... 0.2 eV
HOMO level ... -9.783 eV
HOMO-LUMO gap ... 9.97 eV
SMILES ... O=C1OC[C@@H](F)O1.O=C1OC[C@@H](F)O1.O=C1OC[C@@H](F)O1.O=C1OC[C@@H](F)O1.O=C1OC[C@@H](F)O1.CCOC(=O)C(F)(F)F.CCOC(=O)C(F)(F)F.CCOC(=O)C(F)(F)F.CC(C)=O.CC(C)=O.CC(C)=O

---

# 5
Density functional theory data (the ωB97M-V functional and the def2-TZVPD basis) for 8 unconnected molecules or ions with the total composition C13H37N8O18P at a distorted geometry.

Structure (XYZ):
```
77
Properties=species:S:1:pos:R:3:lowdin_charge:R:1
C 1.808 -0.849 0.349 -0.084
C 1.764 -0.785 -1.208 -0.254
O 1.058 0.328 -1.742 -0.187
C 1.762 1.545 -1.565 -0.196
C 0.814 2.791 -1.710 -0.267
O -0.215 2.797 -0.736 -0.404
P -1.657 1.943 -1.201 0.835
C -1.405 0.823 0.316 -0.163
C -3.363 1.151 -1.651 -0.320
O -4.034 0.526 -0.501 -0.193
N -4.130 -0.823 -0.693 -0.058
O -5.181 -1.157 -0.240 0.029
H 2.225 0.053 0.831 0.038
H 2.475 -1.705 0.623 0.083
H 0.821 -1.046 0.813 0.069
H 1.227 -1.692 -1.576 0.121
H 2.794 -0.869 -1.641 0.121
H 2.627 1.666 -2.270 0.133
H 2.215 1.645 -0.546 0.113
H 0.472 2.948 -2.748 0.069
H 1.473 3.663 -1.472 0.103
H -1.096 1.457 -2.411 0.049
H -2.354 3.194 -1.090 0.056
H -0.330 0.925 0.561 0.012
H -2.043 1.142 1.166 0.062
H -1.558 -0.242 0.041 0.048
H -4.049 1.989 -1.929 0.083
H -3.313 0.418 -2.488 0.081
C 2.652 2.618 4.049 0.057
N 1.997 1.580 3.215 -0.433
O 1.522 1.924 2.155 0.066
O 1.981 0.449 3.656 0.050
H 2.591 3.571 3.534 0.099
H 2.122 2.655 4.997 0.067
H 3.689 2.319 4.189 0.107
C -5.092 -3.980 -1.724 0.037
N -4.494 -5.259 -2.187 -0.442
O -3.343 -5.482 -1.888 0.076
O -5.205 -5.997 -2.837 0.054
H -4.349 -3.429 -1.160 0.069
H -5.400 -3.424 -2.606 0.105
H -5.945 -4.227 -1.098 0.106
C 3.369 -2.446 5.799 0.050
N 4.212 -1.380 6.399 -0.457
O 4.333 -1.365 7.608 0.045
O 4.722 -0.593 5.637 0.073
H 2.981 -3.072 6.597 0.097
H 2.561 -1.958 5.258 0.094
H 4.000 -3.022 5.127 0.104
C -1.200 2.867 -6.662 0.048
N -0.874 3.166 -5.245 -0.442
O -1.791 3.170 -4.450 0.053
O 0.288 3.388 -4.990 0.063
H -2.268 2.691 -6.743 0.095
H -0.902 3.728 -7.255 0.102
H -0.638 1.980 -6.946 0.104
C 2.681 6.419 -2.394 0.045
N 3.933 5.922 -1.768 -0.456
O 4.091 4.722 -1.704 0.062
O 4.711 6.757 -1.364 0.066
H 2.086 5.566 -2.706 0.078
H 2.151 7.008 -1.650 0.104
H 2.961 7.028 -3.250 0.101
C -3.831 -8.464 -3.880 0.023
N -3.670 -9.915 -4.155 -0.459
O -3.478 -10.649 -3.210 0.065
O -3.741 -10.266 -5.313 0.058
H -3.745 -8.299 -2.812 0.081
H -3.045 -7.940 -4.417 0.103
H -4.814 -8.170 -4.236 0.091
C 2.285 0.616 7.983 0.036
N 1.438 1.811 7.745 -0.439
O 1.939 2.733 7.136 0.045
O 0.307 1.780 8.170 0.082
H 3.262 0.792 7.548 0.079
H 2.361 0.473 9.058 0.110
H 1.795 -0.231 7.509 0.100
```

Results
LUMO energy ... -0.3 eV
HOMO level ... -9.121 eV
HOMO-LUMO gap ... 8.84 eV
SMILES ... CCOCCO[PH2](C)CON=O.C[N+](=O)[O-].C[N+](=O)[O-].C[N+](=O)[O-].C[N+](=O)[O-].C[N+](=O)[O-].C[N+](=O)[O-].C[N+](=O)[O-]
Energy above the lowest of the compared OMol25 structures with the same formula, charge and spin ... 32.2 kJ/mol

---

# 6
Density functional theory data (the ωB97M-V functional and the def2-TZVPD basis) for a gas-phase ion, C3H7N2O (charge +1) at a distorted geometry.

Structure (XYZ):
```
13
Properties=species:S:1:pos:R:3:lowdin_charge:R:1
C -0.348 -0.480 -1.680 -0.085
C 0.288 -0.518 -0.484 -0.124
C 0.497 0.262 1.567 0.024
N -0.002 -1.418 -2.707 0.068
N 0.034 1.435 2.497 0.170
O -0.034 0.454 0.455 -0.004
H -1.060 0.236 -2.038 0.128
H 1.083 -1.246 -0.269 0.136
H 0.496 -2.330 -2.429 0.146
H -0.783 -1.653 -3.209 0.045
H 0.618 2.255 2.302 0.157
H 0.212 1.204 3.446 0.123
H -1.000 1.800 2.550 0.216
```

Results
LUMO energy ... -4.4 eV
Charge ... +1
HOMO level ... -12.676 eV
HOMO-LUMO gap ... 8.30 eV
Energy above the lowest of the compared OMol25 structures with the same formula, charge and spin ... 427.5 kJ/mol

---

# 7
Density functional theory data (the ωB97M-V functional and the def2-TZVPD basis) for 5 unconnected molecules or ions with the total composition C28H18F38N2O6S2 at a distorted geometry.

Structure (XYZ):
```
94
Properties=species:S:1:pos:R:3:lowdin_charge:R:1
O 2.228 -1.898 2.038 -0.368
S 1.206 -1.631 0.865 0.870
O -0.199 -1.870 1.469 -0.322
C 1.529 0.114 0.266 -0.145
C 3.091 0.678 0.466 0.097
C 3.465 2.189 -0.065 -0.220
N 4.864 2.800 0.076 -0.234
S 4.566 4.382 -0.670 0.922
N 2.898 4.458 -1.224 -0.264
C 2.314 3.112 -0.798 -0.199
C 0.781 2.519 -0.968 0.100
C 0.347 1.001 -0.442 0.007
C -1.210 0.544 -0.679 -0.196
F -1.798 1.371 -1.798 -0.011
F -2.017 0.934 0.537 0.015
F -1.397 -0.869 -1.081 0.020
C 1.689 -2.799 -0.516 -0.262
F 1.727 -4.240 -0.124 0.034
F 0.819 -2.687 -1.743 0.002
F 3.056 -2.354 -0.983 -0.008
H 3.910 -0.012 0.994 0.119
H -0.024 3.195 -1.511 0.128
C -0.047 -0.723 -6.784 -0.054
C -1.094 -1.005 -7.873 -0.432
C -1.562 0.222 -8.645 -0.291
F -2.163 1.134 -7.846 0.084
F -2.485 -0.125 -9.583 0.090
F -2.140 -1.677 -7.326 0.127
F -0.522 -1.875 -8.765 0.100
O -0.547 -0.607 -5.448 0.034
C -1.040 0.684 -5.090 -0.469
C -2.538 0.681 -4.775 -0.273
F -3.273 0.254 -5.836 0.088
F -2.982 1.932 -4.478 0.097
F -0.703 1.573 -6.054 0.122
F -0.339 1.051 -3.983 0.122
H 0.609 -1.601 -6.750 0.151
H 0.620 0.106 -7.046 0.146
H -0.732 0.709 -9.164 0.174
H -2.762 0.026 -3.929 0.140
C -8.208 -1.433 -3.273 -0.053
C -8.620 -0.507 -2.119 -0.432
C -8.177 0.943 -2.270 -0.290
F -6.830 1.066 -2.321 0.084
F -8.585 1.683 -1.204 0.092
F -8.192 -1.037 -0.944 0.127
F -9.990 -0.528 -2.056 0.100
O -7.034 -2.222 -3.056 0.034
C -5.798 -1.569 -3.345 -0.474
C -4.914 -1.395 -2.106 -0.243
F -5.537 -0.663 -1.145 0.095
F -3.765 -0.735 -2.410 0.064
F -6.048 -0.401 -3.984 0.122
F -5.166 -2.362 -4.252 0.141
H -9.012 -2.172 -3.380 0.151
H -8.183 -0.916 -4.240 0.147
H -8.601 1.399 -3.169 0.175
H -4.651 -2.363 -1.672 0.181
C -0.341 1.589 5.678 -0.055
C -1.874 1.513 5.633 -0.432
C -2.513 0.758 6.792 -0.291
F -2.125 -0.537 6.839 0.085
F -3.868 0.742 6.666 0.091
F -2.263 1.003 4.435 0.128
F -2.343 2.801 5.655 0.099
O 0.359 0.633 4.876 0.031
C 0.560 -0.643 5.483 -0.472
C -0.161 -1.773 4.743 -0.267
F -1.503 -1.563 4.693 0.090
F 0.018 -2.966 5.371 0.096
F 0.227 -0.571 6.794 0.120
F 1.903 -0.858 5.451 0.131
H -0.066 2.558 5.242 0.150
H 0.049 1.631 6.702 0.145
H -2.278 1.226 7.752 0.174
H 0.201 -1.866 3.716 0.128
C 6.989 0.006 5.267 -0.051
C 6.228 0.920 4.294 -0.426
C 5.652 0.217 3.071 -0.278
F 6.612 -0.348 2.304 0.088
F 5.000 1.104 2.271 0.037
F 7.027 1.960 3.938 0.126
F 5.189 1.477 4.994 0.103
O 8.413 -0.002 5.137 0.032
C 8.930 -0.889 4.145 -0.477
C 9.651 -0.156 3.010 -0.263
F 8.826 0.717 2.373 0.085
F 10.095 -1.026 2.064 0.095
F 7.935 -1.696 3.705 0.124
F 9.807 -1.700 4.797 0.138
H 6.814 0.410 6.272 0.152
H 6.573 -1.007 5.305 0.149
H 4.935 -0.557 3.357 0.177
H 10.508 0.408 3.388 0.176
```

Results
LUMO energy ... -2.9 eV
HOMO level ... -9.840 eV
HOMO-LUMO gap ... 6.95 eV
SMILES ... O=S(=O)(c1cc2nsnc2cc1C(F)(F)F)C(F)(F)F.FC(F)C(F)(F)COC(F)(F)C(F)F.FC(F)C(F)(F)COC(F)(F)C(F)F.FC(F)C(F)(F)COC(F)(F)C(F)F.FC(F)C(F)(F)COC(F)(F)C(F)F